Entry 1:
{
  "formula": "C9H17OP",
  "method": "wB97M-V/def2-TZVPD",
  "species": ["C", "C", "C", "C", "C", "C", "C", "C", "O", "C", "P", "H", "H", "H", "H", "H", "H", "H", "H", "H", "H", "H", "H", "H", "H", "H", "H", "H"],
  "positions_angstrom": [[-1.664, -2.238, 1.410], [-0.323, -2.143, 0.644], [-0.266, -3.226, -0.407], [-0.353, -0.716, 0.050], [0.611, -0.454, -1.075], [-0.077, 0.325, 1.162], [-0.456, 1.685, 0.654], [0.583, 2.450, 0.366], [1.876, 2.606, 0.329], [1.222, 3.753, -0.294], [1.390, 3.423, -2.083], [-2.301, -2.054, 0.558], [-1.960, -1.427, 2.112], [-1.914, -3.211, 1.873], [0.464, -2.257, 1.440], [-1.222, -3.202, -1.013], [-0.391, -4.232, 0.137], [0.611, -3.004, -0.929], [-1.414, -0.519, -0.150], [1.721, -0.343, -0.793], [0.717, -1.251, -1.900], [0.483, 0.562, -1.486], [0.922, 0.255, 1.543], [-0.803, 0.036, 2.014], [-1.510, 1.902, 0.535], [1.372, 4.793, 0.047], [2.460, 4.374, -2.377], [0.221, 4.113, -2.367]],
  "forces_ev_per_a": [[-0.70, -0.07, -0.21], [-0.62, 0.67, 2.26], [-2.84, -1.22, 1.90], [0.96, -0.13, 1.25], [2.36, -0.19, -1.79], [-2.71, -1.06, 1.10], [1.81, -0.44, 0.66], [-1.82, 4.37, -1.48], [2.24, -0.85, 1.46], [-1.31, -2.22, -0.32], [0.75, -0.01, -0.02], [-1.19, -0.48, 0.01], [0.76, -0.63, -0.23], [0.34, 0.40, -0.29], [-0.05, 0.14, -1.11], [1.26, 0.33, 0.12], [0.99, 1.21, -1.03], [1.23, -0.84, -1.28], [0.27, -0.07, -1.01], [-1.47, -0.47, 0.52], [-0.84, 1.41, 1.03], [-0.46, -0.66, -0.37], [0.66, 0.09, 0.09], [1.38, 0.68, -1.03], [0.35, 0.47, -0.27], [-0.19, -1.08, 0.72], [-1.01, -0.14, -0.02], [-0.16, 0.78, -0.65]],
  "lowdin_charge": [-0.096, -0.421, -0.082, -0.376, -0.079, -0.177, -0.053, -0.328, -0.047, -0.424, 0.840, 0.061, 0.073, 0.085, 0.151, 0.105, 0.108, 0.036, 0.132, 0.113, 0.094, 0.037, 0.114, 0.121, 0.121, 0.099, -0.091, -0.116],
  "smiles": "CC(C)[C@H](C)C/C=C1\\O[C@H]1P",
  "homo_lumo_gap_ev": 9.85
}



Entry 2:
{
  "formula": "C9H18AuOP",
  "method": "wB97M-V/def2-TZVPD",
  "species": ["C", "C", "C", "C", "C", "Au", "P", "H", "H", "H", "H", "H", "H", "H", "H", "C", "C", "O", "C", "C", "H", "H", "H", "H", "H", "H", "H", "H", "H", "H"],
  "positions_angstrom": [[-3.041, 1.500, -1.669], [-2.135, 1.058, -2.685], [-1.909, -0.339, -2.492], [-2.786, -0.800, -1.465], [-3.465, 0.333, -0.923], [-1.185, 3.205, 1.073], [0.296, 2.615, 2.675], [-3.360, 2.527, -1.484], [-1.632, 1.693, -3.414], [-1.228, -0.966, -3.080], [-4.180, 0.320, -0.095], [-2.909, -1.835, -1.148], [-0.330, 2.372, 3.926], [1.215, 3.664, 2.973], [1.144, 1.483, 2.497], [3.202, 0.343, 0.317], [1.855, -0.050, -0.270], [0.967, -0.466, 0.778], [0.335, -1.742, 0.588], [1.263, -2.929, 0.813], [3.085, 1.131, 1.068], [3.856, 0.700, -0.480], [3.691, -0.524, 0.778], [1.379, 0.822, -0.752], [1.994, -0.847, -1.025], [-0.476, -1.752, 1.325], [-0.099, -1.797, -0.425], [1.795, -2.858, 1.769], [0.667, -3.845, 0.830], [1.990, -3.016, -0.003]],
  "forces_ev_per_a": [[1.54, -0.27, -2.14], [-0.66, 1.01, 1.42], [-0.56, 0.46, -0.41], [-1.22, 1.31, 1.51], [0.86, -2.64, -0.43], [-0.56, 0.26, -0.63], [0.45, -0.15, 0.25], [0.15, -0.41, -0.11], [-0.18, -0.22, 0.33], [-0.32, 0.33, 0.30], [0.36, 0.01, -0.44], [0.08, 0.39, -0.03], [0.51, 0.02, -0.17], [-0.21, -0.56, 0.18], [-0.21, 0.40, 0.34], [-0.01, -0.24, -0.06], [-0.31, 0.05, 0.16], [0.20, -0.51, -0.28], [0.14, 0.41, 0.10], [0.05, 0.10, -0.05], [0.06, -0.13, -0.13], [0.00, 0.12, 0.05], [-0.15, 0.19, 0.01], [0.20, -0.30, -0.05], [-0.17, 0.27, 0.28], [0.08, -0.02, -0.25], [-0.02, 0.08, 0.30], [-0.11, 0.08, -0.20], [0.06, 0.00, -0.06], [-0.02, -0.02, 0.21]],
  "mulliken_spin": [0.337, -0.028, 0.403, 0.003, 0.283, 0.776, 0.178, -0.016, 0.000, 0.020, 0.008, 0.002, 0.002, 0.003, 0.018, 0.003, -0.005, 0.005, 0.001, 0.001, 0.000, 0.000, 0.000, 0.003, 0.000, 0.000, 0.003, 0.000, 0.000, 0.000],
  "multiplicity": 3,
  "homo_lumo_gap_ev": [6.89, 6.30]
}



Entry 3:
{
  "formula": "C9H18BClN2O6P",
  "method": "wB97M-V/def2-TZVPD",
  "species": ["C", "C", "C", "C", "C", "C", "O", "N", "O", "O", "C", "O", "O", "C", "P", "N", "B", "C", "O", "H", "H", "H", "H", "H", "H", "H", "H", "H", "H", "H", "H", "H", "H", "H", "H", "H", "H", "Cl"],
  "positions_angstrom": [[-2.611, 1.443, -2.217], [-1.545, 0.303, -2.069], [-0.132, 0.848, -2.353], [0.949, 0.702, -1.249], [0.523, 0.760, 0.223], [-0.621, 1.670, 0.647], [-0.611, 2.840, -0.174], [0.001, 3.906, 0.479], [0.293, 4.739, -0.290], [1.662, 1.472, 0.879], [1.777, 0.991, 2.153], [2.568, 1.299, 2.892], [0.787, 0.048, 2.323], [0.708, -0.555, 1.004], [2.419, -1.393, 0.840], [2.886, -2.053, 2.184], [-0.281, -1.784, 0.731], [-1.032, -2.548, 1.806], [-0.360, -2.148, -0.617], [-3.458, 1.111, -2.818], [-2.209, 2.331, -2.697], [-3.025, 1.725, -1.251], [-1.843, -0.455, -2.785], [-1.681, -0.080, -1.067], [-0.136, 1.881, -2.680], [0.243, 0.295, -3.215], [1.660, 1.512, -1.389], [1.519, -0.202, -1.439], [-0.567, 1.929, 1.695], [-1.603, 1.226, 0.511], [3.335, -0.447, 0.303], [2.249, -2.344, -0.197], [2.999, -3.048, 2.003], [-2.036, -2.841, 1.507], [-1.039, -1.959, 2.727], [-0.392, -3.576, 2.037], [-1.280, -2.376, -0.801], [-0.118, -5.223, 2.368]],
  "forces_ev_per_a": [[-0.13, -0.53, -0.01], [-0.95, 1.77, -0.33], [0.52, -0.95, 0.15], [-0.71, 0.32, -0.53], [2.42, -0.03, 0.29], [-1.28, -0.51, -0.66], [0.17, -0.08, 0.04], [0.25, 0.09, -0.13], [-0.17, 0.04, 0.19], [0.21, 0.35, -0.03], [-4.78, -1.62, -4.29], [4.28, 2.00, 4.46], [0.54, -0.67, 0.52], [-0.09, 0.16, -0.41], [0.25, -1.03, 0.03], [0.06, 0.25, -0.55], [-0.88, -0.48, 0.58], [0.62, 1.40, -0.06], [-0.08, 0.88, -0.13], [-0.04, -0.05, -0.03], [0.08, 0.08, 0.04], [0.06, 0.21, 0.07], [0.35, -0.36, 0.07], [0.33, -0.39, -0.03], [-0.40, 0.22, 0.15], [0.16, 0.00, -0.04], [0.03, 0.15, 0.02], [-0.10, -0.27, 0.26], [0.29, 0.15, 0.14], [-0.04, -0.16, -0.15], [-0.43, 0.06, -0.07], [-0.07, 0.51, -0.18], [-0.17, -0.04, 0.43], [-0.04, -0.41, 0.11], [-0.21, -0.26, 0.18], [-0.89, 1.16, -0.33], [0.37, -0.57, 0.01], [0.48, -1.36, 0.20]],
  "lowdin_charge": [-0.099, -0.219, -0.166, -0.090, -0.312, -0.085, -0.081, -0.020, 0.062, 0.008, -0.661, 0.244, 0.031, -0.314, 0.807, -0.250, -0.608, -0.111, 0.080, 0.060, 0.062, 0.056, 0.100, 0.072, 0.092, 0.107, 0.124, 0.097, 0.138, 0.128, 0.029, 0.033, -0.029, 0.055, 0.058, -0.181, 0.101, -0.317],
  "homo_lumo_gap_ev": 6.46,
  "charge": -1
}



Entry 4:
{
  "formula": "C9H18BrOP",
  "method": "wB97M-V/def2-TZVPD",
  "species": ["C", "C", "C", "C", "C", "C", "C", "C", "C", "O", "P", "Br", "H", "H", "H", "H", "H", "H", "H", "H", "H", "H", "H", "H", "H", "H", "H", "H", "H", "H"],
  "positions_angstrom": [[0.617, -0.146, -0.175], [-0.623, -1.135, 0.118], [-0.189, 1.266, -0.177], [1.670, -0.173, 0.915], [1.287, -0.348, -1.572], [-0.825, -1.328, 1.617], [-0.428, -2.425, -0.524], [0.360, 2.423, -1.096], [-0.515, 1.827, 1.157], [-2.049, -0.231, -2.234], [-1.738, 0.053, -0.848], [-3.506, 0.205, 0.400], [2.352, 0.581, 0.881], [2.100, -1.223, 0.695], [1.136, -0.026, 1.971], [2.012, 0.293, -1.863], [0.401, -0.298, -2.293], [1.845, -1.358, -1.562], [-1.884, -1.785, 1.769], [-0.825, -0.342, 2.158], [-0.094, -2.017, 1.906], [0.739, -2.509, -0.642], [-0.803, -2.488, -1.582], [-0.792, -3.253, -0.016], [-0.206, 3.453, -1.119], [0.561, 2.218, -2.108], [1.327, 2.723, -0.519], [-1.089, 2.774, 1.187], [0.409, 2.001, 1.737], [-1.251, 1.269, 1.818]],
  "forces_ev_per_a": [[-0.28, 2.54, -0.05], [0.43, 2.16, -0.53], [-1.68, -0.71, -2.90], [-3.07, -3.48, 1.67], [-3.38, -3.67, 0.90], [-3.63, 1.40, -0.41], [3.05, -0.55, -3.36], [0.43, 1.93, 3.09], [-1.47, 0.54, 2.48], [-0.18, -0.14, -1.56], [2.78, 0.78, 3.21], [-0.93, 0.39, 0.32], [2.21, 1.94, -0.62], [0.02, 1.60, 1.36], [1.54, -0.93, -2.17], [2.03, 2.66, -0.44], [1.62, -0.51, 0.34], [-1.23, 1.33, -0.38], [1.84, 0.60, -0.13], [0.22, -1.68, -0.24], [1.09, -0.88, 1.00], [-2.21, -0.69, 0.34], [0.26, 0.19, 0.91], [-0.71, -1.46, 1.13], [0.42, -2.28, 0.43], [0.40, -0.74, -1.11], [-1.16, -0.44, -1.34], [0.66, -0.03, -0.86], [-0.36, -0.04, -0.13], [1.26, 0.16, -0.94]],
  "lowdin_charge": [-0.499, -0.587, -0.430, -0.041, -0.046, -0.112, -0.091, -0.064, -0.156, -0.370, 0.425, 0.464, 0.043, 0.123, 0.115, 0.035, 0.102, 0.104, 0.097, 0.057, 0.063, 0.107, 0.104, 0.058, 0.113, 0.038, 0.111, 0.092, 0.093, 0.051],
  "homo_lumo_gap_ev": 9.82
}



Entry 5:
{
  "formula": "C9H18Cl18",
  "method": "wB97M-V/def2-TZVPD",
  "species": ["Cl", "C", "Cl", "H", "H", "Cl", "C", "Cl", "H", "H", "Cl", "C", "Cl", "H", "H", "Cl", "C", "Cl", "H", "H", "Cl", "C", "Cl", "H", "H", "Cl", "C", "Cl", "H", "H", "Cl", "C", "Cl", "H", "H", "Cl", "C", "Cl", "H", "H", "Cl", "C", "Cl", "H", "H"],
  "positions_angstrom": [[-0.983, 0.675, 0.398], [-0.474, -0.207, -0.994], [1.007, -1.296, -0.536], [-1.254, -0.822, -1.443], [-0.069, 0.466, -1.750], [-2.858, -1.027, 3.074], [-4.127, -0.232, 2.082], [-5.464, -1.319, 1.492], [-4.812, 0.304, 2.739], [-3.703, 0.214, 1.182], [1.308, -6.353, 0.218], [0.318, -4.866, 0.287], [0.637, -3.959, 1.837], [0.597, -4.224, -0.549], [-0.737, -5.126, 0.211], [-1.510, 1.720, 5.206], [-0.975, 2.073, 3.567], [0.731, 2.494, 3.693], [-1.076, 1.139, 3.015], [-1.567, 2.789, 2.997], [0.331, 2.771, -5.805], [0.017, 3.336, -4.120], [-1.326, 2.423, -3.442], [0.903, 3.168, -3.507], [-0.256, 4.387, -4.028], [-3.981, -1.024, -1.858], [-3.816, -2.737, -1.447], [-2.094, -3.039, -1.096], [-4.455, -2.980, -0.598], [-4.177, -3.314, -2.299], [1.239, 5.248, -1.595], [2.120, 4.066, -0.555], [0.993, 2.925, 0.255], [2.854, 3.486, -1.115], [2.780, 4.593, 0.134], [3.016, -0.498, 4.043], [2.615, -1.490, 2.659], [3.687, -1.008, 1.311], [2.552, -2.552, 2.898], [1.607, -1.175, 2.388], [5.478, -0.207, -2.528], [4.048, 0.165, -1.645], [2.956, 0.972, -2.748], [3.628, -0.755, -1.239], [4.290, 0.793, -0.787]],
  "forces_ev_per_a": [[-0.68, -0.19, 0.32], [1.80, -0.70, -0.77], [-1.65, 0.78, -0.55], [0.25, 0.09, 0.54], [-0.01, 0.05, 0.30], [-0.72, 0.22, -0.70], [-1.11, -0.99, 0.44], [0.60, -0.52, -0.19], [1.20, 0.95, -0.08], [-0.01, 0.23, 0.52], [-0.37, 0.45, -0.02], [0.40, 0.04, 0.36], [-0.49, -0.66, -0.97], [0.11, -0.04, 0.29], [0.27, -0.01, 0.36], [-0.77, 0.24, 0.10], [0.18, -0.99, -0.31], [0.12, 0.28, -0.49], [0.32, 0.01, 0.18], [0.15, 0.49, 0.71], [-0.02, 0.61, 0.77], [0.22, -0.17, -0.12], [-0.21, -0.18, 0.27], [-0.12, -0.18, -0.29], [0.10, -0.17, -0.65], [-0.31, 0.10, 0.03], [-0.21, 0.05, -0.20], [-0.63, -0.62, 0.03], [0.44, 0.25, 0.15], [0.52, 0.02, 0.01], [0.59, -0.55, 0.55], [0.35, -0.17, 0.04], [0.93, 0.91, -0.59], [-0.68, -0.13, -0.61], [-0.84, 0.29, 0.42], [0.21, -0.11, 0.71], [-0.91, 0.86, -0.28], [-0.05, -0.81, 0.45], [0.88, 0.21, -0.19], [0.16, -0.09, -0.30], [1.30, -0.42, -0.30], [-0.16, -0.21, 0.83], [-0.85, 0.34, 0.02], [-0.23, 0.20, -0.49], [-0.07, 0.23, -0.32]],
  "lowdin_charge": [0.548, -0.933, 0.469, -0.076, -0.029, 0.510, -0.929, 0.480, 0.010, -0.017, 0.501, -0.997, 0.504, -0.020, -0.005, 0.505, -1.075, 0.489, -0.074, 0.045, 0.483, -1.031, 0.521, -0.030, 0.012, 0.527, -0.954, 0.588, -0.002, 0.035, 0.521, -0.948, 0.474, -0.003, 0.034, 0.519, -1.052, 0.529, -0.010, -0.019, 0.554, -1.142, 0.536, -0.062, 0.013],
  "smiles": "ClCCl.ClCCl.ClCCl.ClCCl.ClCCl.ClCCl.ClCCl.ClCCl.ClCCl",
  "homo_lumo_gap_ev": 10.86
}



Entry 6:
{
  "formula": "C9H18ClHoIN2O2PS",
  "method": "wB97M-V/def2-TZVPD",
  "species": ["C", "C", "H", "H", "H", "O", "I", "Ho", "P", "C", "C", "H", "H", "H", "C", "H", "H", "H", "H", "H", "H", "C", "O", "Cl", "S", "C", "N", "C", "C", "N", "H", "H", "H", "H", "H", "H"],
  "positions_angstrom": [[-2.929, 2.201, -4.763], [-2.888, 0.781, -4.590], [-3.690, 2.486, -5.529], [-1.904, 2.478, -5.097], [-3.182, 2.660, -3.781], [-3.115, -0.348, -4.457], [-2.655, 1.295, -0.659], [0.035, 1.257, -0.022], [1.364, -0.537, -1.724], [1.495, -2.263, -1.219], [0.818, -0.714, -3.461], [3.261, 0.931, -2.091], [3.514, -0.679, -2.852], [3.726, -0.454, -1.069], [3.149, -0.155, -1.955], [0.424, 0.253, -3.812], [1.682, -1.001, -4.079], [2.290, -2.759, -1.781], [0.559, -2.787, -1.390], [0.020, -1.468, -3.520], [1.735, -2.336, -0.161], [-0.883, -1.052, 0.297], [-1.357, -2.085, 0.525], [0.266, 3.639, 0.486], [2.310, 0.482, 1.396], [1.089, 0.305, 2.566], [1.103, -0.551, 3.605], [-0.133, -0.581, 4.382], [-1.055, 0.326, 3.581], [-0.182, 0.910, 2.495], [1.918, -1.073, 3.878], [0.062, -0.184, 5.382], [-0.488, -1.611, 4.497], [-1.450, 1.161, 4.162], [-1.847, -0.260, 3.103], [-0.153, 1.945, 2.487]],
  "forces_ev_per_a": [[0.83, 0.44, -0.12], [-2.79, -5.10, 0.69], [0.44, -0.47, 0.34], [-0.60, 0.26, 0.18], [0.25, -0.30, -0.37], [1.74, 5.25, -0.64], [-1.17, -0.01, -0.66], [0.88, 0.68, 0.58], [1.12, -0.39, -0.99], [-0.09, -0.44, 0.22], [-0.23, 0.31, -0.17], [0.20, -0.34, -0.05], [-0.04, 0.16, 0.42], [-0.18, 0.06, -0.31], [-0.12, 0.58, 0.08], [0.20, -0.34, -0.06], [-0.47, -0.02, 0.08], [-0.10, 0.06, -0.04], [-0.06, -0.11, -0.04], [0.25, 0.19, -0.08], [0.08, 0.02, 0.12], [-1.90, -4.54, 1.33], [1.69, 3.83, -0.91], [0.12, 0.03, 0.01], [-0.73, 0.12, 0.61], [0.29, -1.24, 1.10], [-0.20, 1.06, -1.23], [0.45, 0.00, 0.76], [-0.24, 0.28, -0.80], [0.26, 0.23, 0.02], [0.21, -0.10, -0.21], [-0.04, -0.07, -0.07], [-0.04, 0.29, -0.20], [-0.17, -0.35, -0.06], [-0.01, 0.38, 0.20], [0.20, -0.39, 0.23]],
  "mulliken_spin": [0.000, 0.000, 0.000, 0.000, 0.000, 0.000, -0.013, 4.051, -0.010, -0.001, 0.001, 0.000, 0.000, 0.000, -0.001, 0.000, 0.000, 0.000, 0.000, 0.000, 0.000, -0.004, 0.001, -0.010, -0.006, 0.000, 0.000, 0.000, 0.000, -0.006, 0.000, 0.000, 0.000, 0.000, 0.000, 0.000],
  "multiplicity": 5,
  "homo_lumo_gap_ev": [7.02, 7.03],
  "charge": 2
}



Computed values of energy relative to the best compared isomer or geometry (same formula, charge and spin) (unit: kcal/mol) for the preceding records, in sequence: 39.67, 0.00, 102.21, 15.34, 31.12, 0.00.
Computed values of E_tot (unit: Eh) for the preceding records, in sequence: -769.54909, -905.81596, -1741.04205, -3344.28931, -8637.11358, -3058.76829.